(1)
# C5H8O2

A molecular structure, C5H8O2 (ωB97M-V with the def2-TZVPD basis set, the Open Molecules 2025 dataset).

## Properties
Max |F|: 0.58 eV/A
HOMO-LUMO gap: 10.439 eV
Spin multiplicity: 1
Calculated total energy: -9406.298 eV

Element x y z (Å)
O  -1.84  -1.77  0.34
O  0.04  -0.04  -1.81
C  0.30  0.70  -0.89
C  1.17  1.97  -0.76
C  0.76  1.86  0.70
C  -0.02  0.77  0.56
C  -1.38  -2.04  -0.75
H  -0.35  -2.22  2.09
H  -0.39  -2.51  -0.87
H  0.22  -2.17  2.57
H  1.02  2.46  1.56
H  -0.63  0.17  1.23
H  -1.94  -1.85  -1.68
H  0.80  2.85  -1.30
H  2.24  1.83  -0.98

***

(2)
# C3H7N3

C3H7N3 in the gas phase at a distorted geometry (ωB97M-V with the def2-TZVPD basis set, the Open Molecules 2025 dataset).

## Properties
Max |F|: 2.44 eV/A
HOMO-LUMO gap: 9.375 eV
Spin multiplicity: 1
Calculated total energy: -7692.822 eV
SMILES string: C=C(C)/N=N/N

Element x y z (Å)
N  -1.45  -0.20  -0.01
N  -2.68  0.27  -0.05
N  -0.55  0.69  0.02
C  1.02  -1.25  -0.06
C  0.75  0.23  0.01
C  1.72  1.15  0.06
H  -2.85  1.27  0.04
H  0.56  -1.74  0.80
H  0.56  -1.66  -0.96
H  2.08  -1.45  -0.07
H  1.49  2.20  0.10
H  -3.42  -0.39  0.08
H  2.76  0.87  0.06

***

(3)
# C46H40OP2Ti

A molecular structure, C46H40OP2Ti (ωB97M-V with the def2-TZVPD basis set, the Open Molecules 2025 dataset).

## Properties
Max |F|: 0.92 eV/A
HOMO-LUMO gap (alpha / beta): 7.045 / 7.051 eV
Spin multiplicity: 3
Calculated total energy: -92079.824 eV
Net charge: +2

Element x y z (Å)
Ti  -0.21  -0.20  0.46
P  0.56  -2.60  0.30
P  -2.62  0.58  0.32
O  -2.34  -2.36  0.00
C  -3.68  -2.01  0.06
C  -3.52  3.48  3.13
C  -2.46  -6.01  0.20
C  -3.25  2.86  1.91
C  -2.93  -4.71  0.06
C  1.55  -2.02  -3.60
C  -2.08  2.25  -3.35
C  -3.05  1.49  1.84
C  3.12  -3.07  1.42
C  -5.27  -0.23  0.29
C  2.09  -3.40  3.98
C  -4.68  -2.96  -0.05
C  -1.93  1.52  -2.17
C  0.40  1.19  2.29
C  3.47  -3.45  3.77
C  1.24  -3.18  2.91
C  1.75  -3.01  1.62
C  -1.99  -3.70  0.14
C  -5.99  -2.49  0.00
C  -2.83  1.67  -1.11
C  1.79  1.05  -0.18
C  -3.12  0.73  3.02
C  -3.95  -0.65  0.22
C  2.14  0.22  0.89
C  -5.30  -5.29  0.65
C  -6.30  -1.15  0.17
C  0.72  1.95  0.00
C  1.05  -1.89  -2.31
C  -4.67  -4.80  -1.73
C  -3.89  2.56  -1.26
C  2.26  -3.84  -1.60
C  -1.12  -6.30  0.44
C  2.43  -3.06  -3.88
C  -4.04  3.30  -2.42
C  3.98  -3.29  2.49
C  2.59  1.08  -1.45
C  -3.59  2.72  4.29
C  2.78  -3.97  -2.88
C  1.40  -2.79  -1.30
C  -0.21  -5.26  0.52
C  -0.64  -3.95  0.36
C  0.08  2.06  1.24
C  -3.13  3.14  -3.47
C  -4.39  -4.44  -0.26
C  1.43  0.26  2.11
C  -3.38  1.34  4.23
H  2.95  2.09  -1.63
H  2.99  -0.43  0.79
H  -7.33  -0.83  0.21
H  -1.12  0.82  -2.10
H  0.48  2.65  -0.79
H  2.83  -3.17  -4.88
H  1.73  -0.37  2.92
H  -3.16  -6.84  0.12
H  -5.50  0.82  0.44
H  -1.38  2.12  -4.16
H  3.46  -4.78  -3.11
H  1.68  -3.54  4.97
H  -4.04  -4.22  -2.40
H  -5.12  -6.35  0.50
H  0.17  -3.16  3.08
H  -4.46  -5.86  -1.90
H  -3.68  4.55  3.17
H  -0.67  2.82  1.39
H  4.13  -3.63  4.61
H  1.26  -1.33  -4.38
H  0.84  -5.47  0.71
H  -4.87  3.99  -2.52
H  5.05  -3.34  2.33
H  -5.71  -4.61  -1.98
H  -5.13  -5.06  1.71
H  0.35  -1.09  -2.11
H  -6.81  -3.20  -0.10
H  2.53  -4.56  -0.84
H  -4.62  2.68  -0.46
H  -2.99  -0.34  2.98
H  -0.79  -7.32  0.55
H  -6.35  -5.13  0.43
H  1.98  0.79  -2.31
H  -0.10  1.28  3.24
H  -3.25  3.72  -4.38
H  -3.81  3.19  5.24
H  -3.18  3.47  1.01
H  3.44  0.41  -1.40
H  3.54  -2.94  0.42
H  -3.44  0.74  5.14

***

(4)
# C44H111N7O15

8 unconnected molecules or ions with the total composition C44H111N7O15 at a distorted geometry (ωB97M-V with the def2-TZVPD basis set, the Open Molecules 2025 dataset).

## Properties
Max |F|: 2.94 eV/A
HOMO-LUMO gap: 8.858 eV
Spin multiplicity: 1
Calculated total energy: -88556.486 eV
SMILES string: COCCNCCOC.COCCNCCOC.COCCNCCOC.COCCNCCOC.COCCNCCOC.COCCNCCOC.COCCNCCOC.CCO

Element x y z (Å)
O  -6.53  13.21  -13.05
O  5.67  12.06  -15.75
O  -1.11  13.57  -26.03
O  -1.42  17.58  -21.05
O  10.15  12.19  -10.59
O  6.52  1.18  -17.32
O  -3.06  9.74  -16.62
O  -5.89  6.03  -9.83
O  4.15  19.91  -23.71
O  -13.67  1.82  -24.83
O  -9.33  10.70  -15.80
O  3.20  4.43  -18.54
O  -8.99  2.77  -22.42
O  -4.86  2.30  -6.43
O  -3.90  9.65  -24.86
N  -10.58  1.86  -24.70
N  -6.98  12.62  -15.76
N  1.65  19.68  -21.95
N  -5.19  5.36  -6.73
N  -0.30  10.74  -24.99
N  7.78  11.80  -12.70
N  4.20  2.71  -16.31
C  -6.04  3.09  -6.34
C  0.43  12.04  -24.86
C  2.82  20.24  -24.05
C  -8.68  11.16  -16.93
C  4.61  11.18  -16.18
C  -6.13  13.47  -11.69
C  7.26  0.05  -17.85
C  -6.56  13.91  -15.34
C  6.63  11.40  -14.93
C  -5.40  6.60  -7.50
C  -10.21  9.57  -16.07
C  8.72  12.25  -10.51
C  2.51  5.16  -19.59
C  2.63  4.37  -17.27
C  5.18  20.74  -24.12
C  -8.44  2.35  -23.68
C  -7.13  6.66  -10.10
C  8.14  12.85  -11.75
C  0.21  12.94  -26.10
C  -1.75  10.84  -25.08
C  -4.90  6.62  -8.94
C  -5.97  4.26  -7.31
C  -8.08  12.60  -16.79
C  0.83  18.71  -21.28
C  -14.78  0.99  -24.60
C  -3.14  8.67  -15.72
C  10.74  11.21  -11.49
C  -12.76  1.30  -25.77
C  -5.74  13.80  -14.05
C  -2.53  9.48  -25.12
C  1.87  19.26  -23.34
C  3.70  4.10  -16.15
C  -11.42  2.14  -25.84
C  -4.95  1.05  -5.68
C  -4.23  9.49  -23.48
C  5.92  0.95  -16.02
C  -8.20  2.58  -21.23
C  -1.02  16.27  -21.41
C  7.20  12.42  -13.91
C  -1.69  13.99  -27.28
C  -9.42  2.74  -24.82
C  -0.72  18.68  -21.62
C  -3.64  7.47  -16.50
C  5.33  2.27  -15.55
H  -3.70  10.21  -22.87
H  -4.01  0.54  -5.51
H  4.10  10.82  -15.28
H  10.27  10.27  -11.18
H  -6.82  2.38  -6.61
H  -10.39  9.26  -17.10
H  -5.61  0.41  -6.27
H  -8.86  2.67  -25.75
H  -2.33  14.87  -27.15
H  -7.55  12.87  -17.71
H  5.24  21.61  -23.47
H  -5.26  9.73  -23.19
H  5.04  10.34  -16.73
H  1.00  18.82  -20.21
H  -4.72  7.67  -9.18
H  0.02  16.05  -21.19
H  -6.22  3.41  -5.32
H  -6.46  6.87  -7.52
H  -7.87  10.46  -17.13
H  7.16  13.25  -11.47
H  1.76  3.72  -17.24
H  -1.65  15.50  -20.94
H  8.15  11.38  -10.18
H  -0.91  14.23  -28.00
H  6.05  20.10  -24.05
H  -12.54  0.25  -25.57
H  -11.19  9.82  -15.67
H  3.90  11.62  -16.89
H  -3.96  10.06  -16.71
H  -1.23  19.54  -21.18
H  -2.03  8.79  -24.44
H  2.37  18.29  -23.28
H  2.58  19.70  -21.57
H  -5.46  1.12  -4.71
H  4.46  2.66  -17.29
H  6.29  12.92  -13.58
H  0.88  19.21  -23.79
H  -4.78  13.30  -14.10
H  -0.85  18.73  -22.70
H  -6.95  13.21  -11.02
H  -4.00  8.50  -23.10
H  2.40  5.43  -17.13
H  -2.09  11.38  -24.19
H  -8.66  3.15  -20.43
H  5.19  21.08  -25.16
H  -7.50  2.86  -23.90
H  -7.77  6.49  -9.24
H  -15.21  0.76  -25.57
H  -11.65  3.20  -25.85
H  8.79  13.62  -12.15
H  -14.49  0.03  -24.17
H  0.18  12.53  -23.92
H  10.55  11.37  -12.55
H  1.24  17.74  -21.53
H  2.08  6.12  -19.30
H  3.14  4.15  -15.21
H  2.77  20.10  -25.13
H  -5.64  4.01  -8.32
H  -9.76  3.78  -24.75
H  6.61  -0.63  -18.40
H  -13.21  1.40  -26.75
H  0.14  10.19  -25.71
H  -3.78  8.85  -14.85
H  -9.86  8.67  -15.55
H  -1.29  16.19  -22.47
H  -7.39  14.59  -15.12
H  -5.99  14.45  -16.10
H  -5.33  5.42  -5.73
H  -5.93  14.53  -11.59
H  -9.34  11.16  -17.80
H  -7.55  6.16  -10.97
H  2.58  21.29  -23.87
H  -2.25  13.16  -27.72
H  -7.12  12.01  -14.96
H  -10.97  1.96  -23.78
H  -3.62  6.57  -15.88
H  7.85  13.11  -14.45
H  -7.08  7.74  -10.23
H  5.17  0.19  -16.21
H  7.93  0.39  -18.64
H  4.43  4.90  -15.95
H  -7.21  2.99  -21.38
H  8.48  11.10  -12.91
H  -8.00  1.53  -20.98
H  -6.97  4.66  -7.48
H  6.59  0.46  -15.30
H  1.01  13.68  -26.08
H  1.48  11.76  -24.72
H  -10.89  1.81  -26.74
H  3.19  5.33  -20.42
H  -8.84  13.33  -16.53
H  -3.99  6.01  -8.94
H  11.82  11.26  -11.37
H  -2.07  11.37  -25.98
H  0.29  12.48  -27.09
H  -4.95  7.43  -6.95
H  -2.99  7.39  -17.38
H  1.74  4.50  -19.99
H  -5.28  12.86  -11.39
H  6.06  3.07  -15.63
H  -2.19  8.31  -15.33
H  7.45  11.00  -15.53
H  -4.68  7.63  -16.77
H  8.45  12.94  -9.71
H  6.20  10.57  -14.37
H  5.02  2.24  -14.50
H  -15.54  1.53  -24.02
H  -8.17  1.30  -23.72
H  7.88  -0.45  -17.11
H  -2.44  9.08  -26.12
H  -5.45  14.82  -13.77